[1]
ORCA calculation (the ωB97M-V functional and the def2-TZVPD basis) on C9H10O2S2 in the gas phase.

Geometry as XYZ:
```
23
Properties=species:S:1:pos:R:3
H 2.76580 2.15447 -1.04928
O 1.82019 -0.23336 2.01250
C -1.29702 -1.16512 -0.09281
C -0.86057 0.77835 1.27214
H 2.00486 -1.44467 -1.85479
C 2.34363 1.60410 -0.21082
C -3.05554 0.40980 0.40153
C -2.62477 -0.75105 -0.20949
H 3.04134 1.61806 0.62680
O 1.50579 -2.17170 0.51524
C 2.24644 -0.40387 -1.73789
H -3.31836 -1.35066 -0.78126
S -0.74803 -2.66443 -0.82221
H -1.93548 -2.92955 -1.40109
S 1.33024 -0.76695 0.76983
H -4.08834 0.70819 0.29824
C -0.42259 -0.37194 0.64235
H -0.15289 1.33017 1.87143
H -2.52358 2.07421 1.64894
C -2.17983 1.17819 1.15614
H 1.42556 2.09255 0.11710
C 2.06310 0.19699 -0.58095
H 2.66003 0.10820 -2.59162
```

Values from the calculation:
SMILES: C=C(C)S(=O)(=O)c1ccccc1S
Energy relative to the best compared isomer or geometry (same formula, charge and spin): 178.6 kJ/mol
Kohn-Sham gap: 9.044 eV
Max |F|: 0.83 eV Å⁻¹
DFT total energy: -35259.401 eV

=====

[2]
ORCA calculation (the ωB97M-V functional and the def2-TZVPD basis) on C47H42BCsGeN6O4 as an isolated structure in a non-equilibrium geometry.

Geometry as XYZ:
```
102
Properties=species:S:1:pos:R:3
H -7.03178 5.17002 -1.87514
H -8.32738 -0.30741 0.00649
C 5.43955 -1.49974 1.65366
C 1.19684 -1.83509 -2.95444
C 0.07864 -5.11601 2.27624
H 3.72195 -4.22056 1.39816
H 2.72206 -1.19397 -0.34604
H 0.74381 -3.61115 -0.27253
C -6.84556 2.57203 0.28253
H -0.15152 -0.02694 6.86569
O -0.05311 3.41373 1.15218
C -3.12842 5.93871 0.02064
C 4.18768 -1.41790 7.05931
H -2.15390 1.37121 -2.37754
C -3.58845 4.38225 -1.89123
Ge 2.63306 -1.72683 2.59563
C 1.88295 -2.72516 -3.77383
C -1.87593 3.85868 -0.27540
C 0.16416 1.01478 -5.19675
H 4.51919 -1.33079 8.08634
H -4.31742 5.06342 -2.31035
H -0.94809 -5.36256 2.51727
C 1.87918 -3.50448 2.25374
C 3.30202 -1.62934 4.41758
H -4.70060 4.78331 1.68332
C 3.76150 -1.25050 -0.04141
N -1.64385 2.66771 -0.87738
C 0.90058 -6.06456 1.68232
H 0.41939 -1.10402 -5.45356
C -2.34850 2.34459 -1.93451
C -5.78147 5.10971 -0.15453
H -0.07666 -3.10536 3.02797
C -0.98118 4.20821 0.83930
H -1.13467 0.67184 -6.86509
O 0.74273 0.85650 -7.55828
O -7.29841 1.31710 0.57793
C 4.09047 -1.46477 1.29931
C 0.86963 -0.46740 -3.44781
H 3.27281 -3.33656 7.35173
H -0.50566 2.31807 -6.75533
C 2.21735 -5.74057 1.37935
C 0.24527 2.04624 -4.27737
H -0.56770 5.76222 2.25394
C 6.43236 -1.34633 0.69364
C 2.96588 -4.96405 -4.13421
H 5.71791 -1.65349 2.69073
C -5.94564 3.12371 1.19240
H 4.18984 0.31388 4.15534
H -0.00495 3.06396 -4.55062
H -9.08285 1.22543 -0.48419
H 1.92538 -5.31292 -1.60900
C -1.22155 5.45673 1.44725
H 4.97100 0.49471 6.47683
H 6.86339 -1.02961 -1.38563
H -1.36647 1.20468 5.84585
H -5.66560 2.54117 2.06039
N 0.94137 0.53199 -2.56593
C 4.44334 -0.39486 6.15640
H 2.20030 -2.42765 -4.76418
C -2.90580 4.73402 -0.70545
C -0.09448 -0.18084 4.60070
H 4.46860 -0.93433 -2.03732
C 0.56423 -3.84610 2.56567
H -3.82108 2.89581 -3.41426
C 4.75025 -1.10055 -1.00397
C -5.41307 4.37793 0.97855
C -6.71652 4.57775 -1.02505
H -7.64525 0.62229 -1.34754
H 7.47484 -1.38009 0.98638
N -4.19580 6.84156 -0.23607
H -2.39311 7.24938 1.51039
C -7.23890 3.30356 -0.82886
H 2.87011 -6.47707 0.92496
H 0.61566 1.54486 5.87421
C 4.00048 -0.50054 4.84662
H 0.69474 2.53822 -2.22919
N 0.04636 -0.79836 3.62881
C 1.07500 -3.37654 -1.27797
H 1.57166 1.28336 -7.31783
H -7.95116 2.90741 -1.53817
O 2.53765 -4.88173 -5.48736
H 0.51731 -7.05305 1.46024
C 6.08914 -1.15126 -0.63802
C -3.31230 3.19281 -2.50570
H 2.83847 -5.97607 -3.73796
C 3.48729 -2.54273 6.64699
H 4.02785 -4.70130 -4.05368
N 0.81403 -2.15030 -1.71442
H 3.06634 -5.48807 -6.01364
B -0.26083 0.70242 5.90041
C 1.74099 -4.33336 -2.03107
C 2.17041 -3.99847 -3.30319
Cs 0.27462 0.88763 1.34932
C -8.13349 0.69322 -0.37126
C 0.63634 1.75495 -2.97540
C 3.04633 -2.64623 5.33515
C 2.69810 -4.46799 1.65770
H 2.48787 -3.52261 5.02591
C 0.48687 -0.26823 -4.76846
C -2.24287 6.29445 1.01855
C -0.24993 1.26207 -6.62361
N -5.37121 6.45619 -0.39234
```

Values from the calculation:
Charge: -1
Energy relative to the best compared isomer or geometry (same formula, charge and spin): 165.5 kJ/mol
Kohn-Sham gap (alpha / beta): 5.974 / 5.842 eV
Max |F|: 1.09 eV Å⁻¹
DFT total energy: -124291.043 eV
2S+1: 2

=====

[3]
ORCA calculation (the ωB97M-V functional and the def2-TZVPD basis) on C12H20O12 as an isolated structure in a non-equilibrium geometry.

Geometry as XYZ:
```
44
Properties=species:S:1:pos:R:3
H -3.30268 -0.62660 0.36749
H 2.00215 4.27923 -1.30603
H 3.86767 -2.49131 2.71781
O -0.83088 -2.04220 1.00747
H -2.50700 0.51727 1.99719
O -2.37163 -0.64846 1.85485
C 0.03396 1.62992 -1.68902
C -1.23335 -0.88685 1.52813
H 5.20129 -1.34755 2.74323
O -1.03429 1.81718 -1.02939
O -0.11408 -0.13214 1.67051
O 3.27515 -0.69285 -0.80222
O 2.26858 -2.38247 0.38905
C 4.19737 -1.51800 2.35438
O -5.07851 0.41357 0.23504
C 0.97829 -0.78970 1.08825
H 3.57972 -0.74831 2.81718
C -4.70854 1.68820 0.08272
C 2.27731 -0.75267 -1.86663
H -0.23519 -1.05417 -3.47136
H -1.48981 0.13159 -3.07792
O -5.14903 2.55201 -0.73143
H -3.98098 1.30130 2.71407
H 1.39409 -0.12702 0.32926
H 1.17992 3.48116 0.01997
H -4.53092 -1.10748 1.53186
H 0.94356 -2.67435 -0.00127
H 1.79305 -1.19549 1.68791
H 2.73351 -0.42133 -2.79946
O -3.65905 1.92697 0.85625
H -1.00688 -1.09229 -1.90800
C -3.53610 0.83721 1.83383
C 0.28145 -1.84306 0.24094
H -0.07679 -1.41143 -0.69365
H 1.44117 -0.06237 -1.75490
C 3.18429 -1.56438 0.19288
O 1.17683 2.41877 -1.71326
O 4.19675 -1.27189 0.96037
C -0.63691 -0.41939 -2.68156
C -4.10287 -0.25359 1.00675
H 0.17527 4.12098 -1.35533
C 1.12584 3.68387 -1.04965
O 0.31756 0.54671 -2.30839
H 1.96074 -1.78861 -1.98792
```

Values from the calculation:
Energy relative to the best compared isomer or geometry (same formula, charge and spin): 1048.1 kJ/mol
Kohn-Sham gap: 8.614 eV
Max |F|: 15.08 eV Å⁻¹
DFT total energy: -37327.059 eV

=====

[4]
ORCA calculation (the ωB97M-V functional and the def2-TZVPD basis) on a 2-piece molecular cluster, C11H18 overall in a non-equilibrium geometry.

Geometry as XYZ:
```
29
Properties=species:S:1:pos:R:3
H -1.10444 -0.78114 1.24610
H -0.29894 -1.55644 2.54625
H 2.78199 1.23716 -0.79960
H -1.33746 -3.75059 1.74811
H 3.07863 0.41069 1.44221
H -2.63573 1.95601 -2.67788
C -1.71913 1.99486 -2.10465
H 0.22991 3.73085 -0.03065
H -2.07488 -1.51963 2.47123
H 1.57232 1.26190 2.02606
H -2.02975 3.66973 -0.76978
H 0.95003 -2.62568 0.66598
H -1.12194 0.10074 -3.02646
H -2.04439 -2.89924 0.37687
C 0.10501 -3.16016 0.24784
C 0.27314 0.71992 -1.60172
C 0.70119 1.72132 -0.71448
C -1.18499 -2.93385 1.03783
C -1.16534 -1.67710 1.88744
H -0.03667 -2.97424 -0.81185
C -0.85607 0.91035 -2.36062
C 2.05807 1.61382 -0.07341
C -0.09614 2.83026 -0.53642
C 2.07389 0.77026 1.18684
H 0.88812 -0.16742 -1.69801
H 0.34624 -4.22743 0.25405
C -1.35567 2.92203 -1.16681
H 1.50807 -0.16482 1.07754
H 2.49492 2.58784 0.15799
```

Values from the calculation:
SMILES: CCc1ccccc1.CCC
Energy relative to the best compared isomer or geometry (same formula, charge and spin): 64.2 kJ/mol
Kohn-Sham gap: 10.097 eV
Max |F|: 1.61 eV Å⁻¹
DFT total energy: -11698.615 eV

=====

[5]
ORCA calculation (the ωB97M-V functional and the def2-TZVPD basis) on C4H8F2 in the gas phase in a non-equilibrium geometry.

Geometry as XYZ:
```
14
Properties=species:S:1:pos:R:3
H 1.05425 -1.03764 -1.26396
C -0.43528 -0.03159 -0.04237
H -1.24715 -1.23022 1.59806
C -0.39378 -1.18990 0.93363
H -1.28165 1.21696 1.52412
F -1.44142 -0.19417 -0.98386
H -0.31095 -2.11350 0.36970
H 0.89254 0.78878 -1.50895
F 1.94331 0.13058 0.10545
C 0.91862 -0.05665 -0.76734
H 0.30741 1.71257 0.87762
C -0.63917 1.32757 0.66413
H 0.56204 -1.10287 1.49335
H -1.19585 2.04170 0.08749
```

Values from the calculation:
SMILES: CC(C)(F)CF
Energy relative to the best compared isomer or geometry (same formula, charge and spin): 58.6 kJ/mol
Kohn-Sham gap: 12.363 eV
Max |F|: 2.37 eV Å⁻¹
DFT total energy: -9712.593 eV

=====

[6]
ORCA calculation (the ωB97M-V functional and the def2-TZVPD basis) on C8H16N2 in the gas phase in a non-equilibrium geometry.

Geometry as XYZ:
```
26
Properties=species:S:1:pos:R:3
C 1.26561 0.16588 -0.22885
H 0.94925 0.82310 -2.14451
C 1.68699 0.76746 1.06525
C 2.02359 -1.13745 -0.63730
N -2.51967 0.52714 -0.23772
H -0.88311 0.14921 2.57140
H -3.02103 -1.26010 -1.58066
C -0.17879 -0.23252 -0.24444
H 1.45071 0.34109 2.03286
H -2.40917 0.86722 2.48883
H 1.71308 -1.96507 0.08462
H -2.78194 -1.44927 0.16047
H -2.49169 1.13328 -1.04969
H 3.14427 -0.82682 -0.58551
C -2.41310 -0.86935 -0.66164
C -1.74618 0.32361 1.94554
H 1.16322 1.75800 1.10664
N -1.54026 0.93585 0.65530
H 1.35876 2.18094 -1.10192
C -0.91769 -1.14620 -0.76755
C 1.54442 1.15812 -1.33659
H 1.92446 -1.39461 -1.62927
H -2.19122 -0.76066 2.04052
H 2.59830 1.04063 -1.67766
H 2.79901 0.84911 1.16604
H -0.52785 -1.97861 -1.43415
```

Values from the calculation:
Energy relative to the best compared isomer or geometry (same formula, charge and spin): 464.1 kJ/mol
Kohn-Sham gap: 8.984 eV
Max |F|: 4.69 eV Å⁻¹
DFT total energy: -11531.174 eV

=====

[7]
ORCA calculation (the ωB97M-V functional and the def2-TZVPD basis) on C27H42AuBr2NO3Si as an isolated structure in a non-equilibrium geometry.

Geometry as XYZ:
```
77
Properties=species:S:1:pos:R:3
H -1.96070 -4.70668 -4.02494
C -0.12701 -3.64130 -4.36625
C 2.37043 -5.89881 -3.04882
C -1.83326 3.78396 0.75300
H 0.85701 -5.27503 -5.47004
O -0.38882 0.62410 6.80722
Au 0.03750 -0.09416 0.21816
H -2.88822 3.91499 2.61601
H -1.16303 2.19515 7.80699
C 3.74273 -1.40988 -3.45585
H -0.38771 -1.65226 -5.28231
H 4.27088 -3.87256 -4.55190
C -2.08195 4.31900 -0.50403
H -1.80043 -2.69383 -5.31048
H 3.18501 -0.63398 -2.93337
C 3.53881 -4.20721 -1.62236
H 0.26150 -5.26470 -1.40335
H -0.36371 2.63922 6.28276
C -2.18731 4.50250 2.02218
H -0.66272 -4.70103 -6.15134
C 2.15719 -1.23002 -5.35815
H 1.66164 -5.57022 -0.39049
C -1.13254 2.36976 -1.50908
C 0.87960 -1.93396 4.68899
C -0.08135 0.01999 5.67588
H 3.07568 -3.84782 -5.86132
H 1.49708 -0.54204 -4.82786
H -0.78539 1.50940 4.27849
C -1.73140 3.60994 -1.63621
C 1.70664 -3.51633 2.31872
H 1.33897 -2.89983 4.82194
H -1.01636 2.06682 1.73979
C 2.83973 -2.21252 -4.40355
H 4.32636 -4.12477 -2.37034
C -1.01080 1.90989 6.77234
C 0.25895 -4.38099 -5.65894
C -1.01311 -4.55150 -3.50222
H 4.37875 -2.66440 -5.82711
N -0.88627 1.83736 -0.29807
H 2.81312 -6.65128 -2.39230
H 3.04345 -5.76566 -3.89809
C -1.23388 2.53795 0.79376
O 0.88192 -1.82455 1.01741
H -1.32762 -1.90413 -3.80896
H -1.24317 -4.09796 -2.53693
Br -0.68737 1.47720 -3.08760
H 3.84153 -4.99420 -0.92722
Br 0.60187 -1.17666 -1.85742
C 0.65945 -1.43247 3.37339
C -0.31817 0.54519 4.41375
H -2.64765 5.46325 1.80562
H 4.25542 -2.02643 -2.72439
H -1.97328 1.85990 6.26100
H 2.93024 -0.62864 -5.84496
H 1.02317 -4.25809 1.90213
C 1.20893 -4.84735 -1.07470
C 3.68011 -3.22418 -5.19946
H 2.59522 -3.50103 1.68754
H 1.01056 -3.92727 -0.52178
Si 1.53749 -3.28791 -3.46101
H 0.79861 -3.74232 -6.35853
C 0.53069 -1.24965 5.80284
O -0.25609 0.46901 2.13358
H 3.47894 -3.27151 -1.06337
H 0.70896 -1.64954 6.79057
H 4.51186 -0.91469 -4.05555
H 1.98576 -3.81082 3.32005
C 2.18706 -4.60055 -2.23547
H -0.56964 -5.53360 -3.34495
H -2.55020 5.28997 -0.60430
H 1.60027 -1.73293 -6.14760
C 0.03614 -0.15274 3.25573
C 1.04202 -2.17155 2.23088
C -0.94280 -2.38755 -4.70597
H 1.42597 -6.29796 -3.41943
H -1.91439 4.00316 -2.62476
H -1.29677 4.67984 2.62596
```

Values from the calculation:
Charge: +2
Energy relative to the best compared isomer or geometry (same formula, charge and spin): 25.6 kJ/mol
Kohn-Sham gap: 5.571 eV
Max |F|: 2.23 eV Å⁻¹
DFT total energy: -187952.892 eV

=====

[8]
ORCA calculation (the ωB97M-V functional and the def2-TZVPD basis) on C4H7NO in the gas phase in a non-equilibrium geometry.

Geometry as XYZ:
```
13
Properties=species:S:1:pos:R:3
H 0.37159 -2.13454 -0.02778
H -1.18394 -0.16860 -1.44129
C 1.21906 -0.07412 0.00633
C 0.33244 -1.06555 -0.12286
H -2.60332 0.51367 0.31952
O 2.55484 0.01332 0.18376
H 0.46262 1.67979 -1.08353
H 0.04995 1.66164 0.65689
H -1.64417 -0.22577 1.44197
C 0.26372 1.05059 -0.21795
C -0.81837 -0.14113 -0.41210
H 2.93646 -0.87163 0.22428
N -1.94087 -0.23768 0.47275
```

Values from the calculation:
SMILES: N[C@@H]1C=C(O)C1
Energy relative to the best compared isomer or geometry (same formula, charge and spin): 200.0 kJ/mol
Kohn-Sham gap: 9.595 eV
Max |F|: 1.07 eV Å⁻¹
DFT total energy: -7797.572 eV

=====

> The highest energy relative to the best compared isomer or geometry (same formula, charge and spin) belongs to which entry?

C12H20O12

=====

> What is the DFT total energy in the sixth record?

-11531.174 eV